The following is a quantum chemistry calculation of C38H32AgFI2N2OSi as an isolated structure, from the Open Molecules 2025 dataset.

```
! wB97M-V def2-TZVPD RIJCOSX def2/J DEFGRID3
* xyz -2 1
Ag 0.55590 0.32363 0.52505
I -7.36871 2.47628 -0.00047
C -5.32496 2.09019 0.22839
C -4.59025 2.77701 1.09782
C -3.11649 2.48126 1.20997
I -5.68501 5.31660 3.84225
C -2.87528 1.03723 0.83213
O -2.29629 0.24756 1.54680
C -3.51038 0.60023 -0.44509
C -2.85501 -0.40605 -1.35937
N -1.58246 -0.90020 -0.86424
C -1.00158 -1.87567 -1.75001
C 0.34141 -2.40109 -1.29712
C 0.81540 -3.59023 -1.83731
C 2.08530 -4.03341 -1.50611
C 2.84710 -3.28251 -0.62847
C 2.29315 -2.12879 -0.10454
N 1.06863 -1.69213 -0.43187
C -4.74005 1.08007 -0.66047
H -4.98659 3.57624 1.72271
H -2.66346 0.08230 -2.32103
H -3.56430 -1.22661 -1.56372
H -1.67902 -1.24185 0.08588
H -0.85664 -1.39621 -2.72609
H -1.66119 -2.74121 -1.93337
H 0.18780 -4.14861 -2.52097
H 2.47281 -4.95046 -1.93272
H 3.85667 -3.54594 -0.34307
H 2.89013 -1.52777 0.57310
H -5.33172 0.72857 -1.49975
C -1.59621 2.54965 5.92795
C -0.76848 1.50289 5.54301
C -0.23006 1.47568 4.26375
C -0.48318 2.49866 3.34839
C -1.29873 3.55341 3.76953
C -1.86792 3.57761 5.03603
Si 0.27633 2.44036 1.61097
C -0.86038 3.51177 0.48693
C -2.26075 3.42423 0.33427
C -2.90404 4.19650 -0.63145
C -2.20363 5.05557 -1.46287
C -0.82898 5.14773 -1.33651
C -0.18415 4.38481 -0.37615
C 1.87429 3.45571 1.79632
C 1.86237 4.73880 2.35758
C 3.03390 5.45679 2.54074
C 4.25599 4.89884 2.17734
C 4.29417 3.62631 1.63121
C 3.11046 2.92066 1.44053
H -2.04642 2.55554 6.91359
H -0.56023 0.69327 6.23357
H 0.38656 0.63519 3.96092
H -1.53977 4.35856 3.08134
H -2.55024 4.37608 5.30133
H -2.81826 2.58824 2.25250
H -3.97961 4.14320 -0.72839
H -2.73743 5.65181 -2.19310
H -0.25740 5.81343 -1.97284
H 0.89282 4.46977 -0.29011
H 0.91898 5.18306 2.65921
H 2.99749 6.44979 2.97471
H 5.17452 5.45376 2.33013
H 5.23882 3.16854 1.36326
H 3.15467 1.92231 1.02021
F 9.89337 -2.49044 -1.36748
C 8.72050 -2.08298 -0.75013
C 8.40939 -2.54962 0.51357
C 7.24248 -2.14481 1.13397
C 6.30143 -1.24829 0.52095
C 5.10017 -0.87728 1.11797
C 6.70101 -0.79518 -0.78351
C 7.87079 -1.20271 -1.39553
H 9.09205 -3.22886 1.01377
H 7.02196 -2.51930 2.12859
H 4.87969 -1.15805 2.14215
H 4.49882 -0.08560 0.68253
H 6.04851 -0.10521 -1.30927
H 8.13221 -0.83528 -2.38238
*
```

Energy relative to the best compared isomer or geometry (same formula, charge and spin) ... 0.2103 eV
Gap between HOMO and LUMO ... 4.1 eV
E ... -2783.76081 a.u.
Molar mass ... 941.45 g/mol
Highest occupied orbital energy ... -0.72 eV